(w)
Molecular formula: C3H8BNO
Method: DFT, ωB97M-V/def2-TZVPD

Each line ends with the Mulliken charge.
Cartesian coordinates (Å):
B1 -0.87405 -0.66952 -0.11703  0.281
C1 -0.03066 0.13136 -1.17561  -0.718
C2 1.08318 0.74412 -0.29298  -0.400
C3 0.78584 0.36771 1.17881  -0.456
N1 -0.35343 -0.52752 1.13558  -0.195
O1 -2.44401 -1.45753 -0.29658  -0.624
H1 0.39800 -0.47695 -1.97149  0.305
H2 -0.61035 0.91437 -1.66395  0.291
H3 2.05695 0.35284 -0.58348  0.241
H4 1.11561 1.82632 -0.40074  0.269
H5 1.64589 -0.11529 1.65092  0.292
H6 0.53163 1.25691 1.76903  0.275
H7 -0.70653 -0.88124 2.00779  0.178
H8 -2.59808 -1.46558 -1.24027  0.262

As for the HOMO-LUMO gap: 10.45 eV. Its LUMO energy is 0.67 eV. As for the SMILES: OB1CCCN1.

---

(x)
Molecular formula: C3H8BNO
Method: DFT, ωB97M-V/def2-TZVPD

Each line ends with the Mulliken charge.
Cartesian coordinates (Å):
B1 -0.69408 -0.15167 -0.09193  0.389
C1 -0.47235 1.32443 -0.15912  -0.591
C2 2.25319 0.39867 0.22311  -0.809
C3 -2.15100 -0.88519 0.11058  -0.913
N1 1.65387 -0.73546 -0.08934  -0.023
O1 0.34558 -1.13263 -0.00557  -0.432
H1 0.44393 1.79057 0.19484  0.205
H2 -1.35958 1.89086 -0.46033  0.276
H3 3.00138 0.68686 -0.39607  0.321
H4 1.97584 0.83703 1.12860  0.514
H5 -2.48615 -0.52744 1.07383  0.293
H6 -1.91759 -1.85201 0.22854  0.246
H7 -2.65633 -0.56697 -0.80175  0.281
H8 2.06330 -1.07705 -0.95541  0.244

As for the HOMO-LUMO gap (spin up / spin down): 5.75 / 8.89 eV. Its LUMO energy (spin up / spin down) is -0.91 / 0.50 eV.

---

Relative energy of each structure, in kcal/mol: (w) 0.0; (x) 129.7.

---

(w)
Molecular formula: C3H3NO4
Method: DFT, ωB97M-V/def2-TZVPD

Each line ends with the Mulliken charge.
Cartesian coordinates (Å):
C1 0.77437 0.03227 0.16851  -0.143
C2 -1.40109 -0.35736 -0.05607  0.512
C3 -0.31626 0.71632 0.01721  0.546
H1 2.61925 0.23963 0.63500  0.417
H2 1.20039 -1.91336 -0.51821  0.309
H3 -1.61002 2.13343 0.67188  0.430
N1 0.57378 -1.28030 0.08771  -0.069
O1 2.16899 0.20923 -0.49087  -0.509
O2 -0.75186 -1.46850 -0.02423  -0.210
O3 -2.63475 -0.31335 -0.35890  -0.634
O4 -0.62282 2.00199 -0.13203  -0.648

As for the HOMO-LUMO gap: 8.65 eV. Its LUMO energy is -0.35 eV.

---

(x)
Molecular formula: C3H3NO4
Method: DFT, ωB97M-V/def2-TZVPD

Each line ends with the Mulliken charge.
Cartesian coordinates (Å):
C1 -1.05254 -1.86990 0.47518  -0.622
C2 0.51073 0.77837 0.66410  0.569
C3 0.59323 0.25701 -0.80587  0.549
H1 0.00467 -2.32661 0.05886  0.278
H2 -1.99594 -2.52241 -0.10956  0.257
H3 -1.30871 -2.32697 1.51106  0.308
N1 -1.37516 -0.51898 0.07771  0.063
O1 -0.69013 0.23904 1.11643  -0.241
O2 1.46654 1.40502 1.10584  -0.459
O3 1.26043 0.81326 -1.71779  -0.523
O4 -0.45965 -0.48033 -1.00508  -0.177

As for the HOMO-LUMO gap: 10.41 eV. Its LUMO energy is -0.45 eV. As for the SMILES: Cn1oc(=O)c(=O)o1.

---

Relative energy of each structure, in kcal/mol: (w) 21.5; (x) 0.0.

---

(w)
Molecular formula: C32H33Cl2F4N8O2V
Method: DFT, ωB97M-V/def2-TZVPD

Each line ends with the Mulliken spin population.
Cartesian coordinates (Å):
V1 -1.00021 -0.26992 -0.31340  2.333
Cl1 -6.46761 0.44708 -4.00620  0.000
C1 -4.87461 0.02068 -3.48530  0.006
C2 -4.60961 -0.05322 -2.12800  -0.025
C3 -3.33001 -0.39962 -1.71140  0.036
N1 -2.86791 -0.46272 -0.43550  -0.097
C4 -3.60141 -0.55382 0.68490  0.098
O1 -4.81071 -0.33502 0.83910  0.107
C5 -2.70341 -0.99462 1.76750  0.238
C6 -3.16411 -1.14632 3.07020  -0.096
C7 -2.30361 -1.58892 4.05520  0.182
C8 -0.98971 -1.88182 3.66910  -0.049
C9 -0.61671 -1.72692 2.35100  0.100
N2 -1.42071 -1.26652 1.38550  0.017
C10 -2.32591 -0.75182 -2.65290  -0.005
C11 -2.60531 -0.62992 -4.00800  -0.007
C12 -3.87341 -0.23382 -4.41130  -0.002
Cl2 -4.18831 -0.06272 -6.10330  0.000
N3 -1.15171 -1.18812 -2.06250  -0.050
C13 -0.27921 -1.91152 -2.77760  0.049
O2 -0.37141 -2.21422 -3.97300  0.009
C14 0.90909 -2.42752 -2.02220  0.006
C15 1.99629 -2.87232 -2.77960  -0.004
C16 3.11829 -3.36222 -2.14480  0.000
C17 3.10209 -3.41982 -0.75650  0.002
C18 1.96499 -2.98392 -0.09600  0.014
N4 0.89419 -2.47372 -0.68850  0.024
H1 -5.37011 0.16838 -1.39640  0.002
H2 -4.19981 -0.90722 3.26420  -0.002
H3 -2.62981 -1.72222 5.07630  0.023
H4 -0.27781 -2.25802 4.39060  -0.005
H5 0.37849 -2.01522 2.04780  0.047
H6 -1.84701 -0.84132 -4.74350  0.000
H7 1.91609 -2.82422 -3.85460  0.000
H8 3.97969 -3.69662 -2.70660  0.000
H9 3.94799 -3.80132 -0.20380  0.000
H10 1.91109 -3.07182 0.98340  -0.002
C19 -0.02731 2.97318 1.04500  0.011
N5 -1.12351 2.02648 1.17910  -0.008
C20 -1.52221 1.95038 2.57390  0.022
C21 -2.24881 2.45468 0.35560  -0.008
C22 -1.89101 2.41028 -1.13880  0.060
N6 -0.86751 1.42268 -1.36580  -0.152
C23 -0.12491 1.53048 -2.45220  0.042
C24 1.13169 0.86708 -2.47100  0.025
F1 1.47669 0.21178 -1.31230  0.001
C25 2.00479 0.91598 -3.52570  -0.001
F2 3.20329 0.28948 -3.44350  0.000
C26 1.70449 1.64678 -4.66790  0.010
C27 0.49019 2.31608 -4.69090  -0.002
F3 0.18169 3.03938 -5.79170  0.000
C28 -0.39741 2.27678 -3.63930  -0.003
F4 -1.57361 2.94548 -3.78060  0.000
H11 -0.36351 4.01088 1.21360  0.003
H12 0.40839 2.89618 0.05150  -0.005
H13 0.73919 2.73988 1.77850  0.004
H14 -1.76481 2.94598 2.98460  -0.002
H15 -0.71191 1.51128 3.15320  -0.001
H16 -2.39541 1.31138 2.68550  -0.002
H17 -2.56251 3.48608 0.61450  0.002
H18 -3.09101 1.78978 0.55050  0.019
H19 -1.52671 3.40178 -1.44770  -0.002
H20 -2.79641 2.19368 -1.72390  -0.007
H21 2.37879 1.69408 -5.50180  0.001
C29 3.67219 0.60798 4.58730  0.000
C30 3.32399 -0.10052 3.27580  0.000
C31 4.42299 0.18048 2.23860  0.000
C32 3.22579 -1.61242 3.51160  0.003
N7 1.98379 0.36628 2.86770  0.006
N8 1.65189 0.33778 1.49370  0.047
H22 4.62489 0.25138 4.97210  0.000
H23 2.90279 0.41798 5.33120  0.000
H24 3.74899 1.68388 4.43270  0.000
H25 5.38299 -0.15092 2.62870  0.000
H26 4.49239 1.24608 2.02060  0.000
H27 4.22939 -0.35782 1.31210  0.000
H28 4.13559 -1.99752 3.96790  0.000
H29 3.06759 -2.12812 2.56830  0.000
H30 2.38369 -1.82072 4.16520  0.000
H31 1.84399 1.32128 3.18650  0.000
H32 1.60569 -0.62342 1.16920  -0.014
H33 2.33289 0.83328 0.91470  0.000

Its expectation value of S² is 3.787. The spin multiplicity is 4. As for the HOMO-LUMO gap (spin up / spin down): 4.78 / 6.74 eV. Its LUMO energy (spin up / spin down) is 2.12 / 2.12 eV. The total charge is -1.

---

(x)
Molecular formula: C32H33Cl2F4N8O2V
Method: DFT, ωB97M-V/def2-TZVPD

Each line ends with the Mulliken spin population.
Cartesian coordinates (Å):
V1 0.30379 -0.14279 -0.06220  2.261
Cl1 -1.02283 -6.85179 -0.56245  0.000
C1 -0.48622 -5.32158 0.07273  0.005
C2 -0.29187 -4.26963 -0.81382  -0.028
C3 0.12688 -3.04149 -0.32522  0.068
N1 0.36258 -1.88714 -1.06580  -0.083
C4 0.84819 -1.93354 -2.33789  0.117
O1 0.72693 -2.84783 -3.16100  0.095
C5 1.62582 -0.70685 -2.60933  0.191
C6 2.19834 -0.44256 -3.84738  -0.104
C7 2.99318 0.66707 -4.02838  0.184
C8 3.22406 1.49993 -2.90722  -0.028
C9 2.60996 1.21224 -1.72061  0.084
N2 1.77208 0.15642 -1.53267  0.101
C10 0.35878 -2.86430 1.06293  0.008
C11 0.16080 -3.92546 1.93165  0.004
C12 -0.26290 -5.15066 1.42982  -0.006
Cl2 -0.50798 -6.46184 2.55125  -0.001
N3 0.75637 -1.54937 1.38798  -0.073
C13 1.16449 -1.18756 2.60219  -0.005
O2 1.31676 -1.85181 3.62947  0.011
C14 1.49853 0.29211 2.64359  0.047
C15 2.05702 0.83678 3.78886  -0.010
C16 2.37297 2.18141 3.80447  0.014
C17 2.12537 2.94117 2.67008  -0.007
C18 1.55730 2.32450 1.57154  0.059
N4 1.24078 1.02785 1.55065  -0.021
H1 -0.45168 -4.39723 -1.87265  0.000
H2 2.00390 -1.15288 -4.64112  -0.002
H3 3.44574 0.88478 -4.98645  0.024
H4 3.88486 2.35513 -2.97253  0.000
H5 2.77993 1.84052 -0.85329  0.016
H6 0.32842 -3.79688 2.98838  0.001
H7 2.21435 0.17318 4.62764  0.000
H8 2.80466 2.63686 4.68691  0.001
H9 2.35055 3.99815 2.63505  0.000
H10 1.32615 2.89160 0.67989  -0.006
C19 -3.91411 0.67981 -1.63353  0.002
N5 -2.75014 -0.13822 -1.88354  0.029
C20 -2.53834 -0.35347 -3.29916  0.010
C21 -2.77593 -1.38689 -1.14658  0.024
C22 -2.64721 -1.23797 0.37204  0.064
N6 -1.69020 -0.20048 0.76758  -0.029
C23 -1.76878 0.16741 2.08293  0.029
C24 -1.56067 1.51407 2.45883  -0.039
F1 -1.39686 2.44542 1.49082  0.005
C25 -1.52313 1.95099 3.76167  -0.005
F2 -1.29952 3.26064 4.00007  0.000
C26 -1.73856 1.08808 4.82151  0.002
C27 -1.99211 -0.22576 4.49062  0.001
F3 -2.20299 -1.12217 5.46836  0.000
C28 -2.00880 -0.67679 3.18301  -0.003
F4 -2.19153 -1.99308 2.99278  0.000
H11 -4.85349 0.20447 -1.97171  0.002
H12 -4.00456 0.88758 -0.56505  -0.004
H13 -3.81625 1.63298 -2.16163  0.001
H14 -3.37838 -0.89227 -3.77495  -0.001
H15 -2.41008 0.60873 -3.79602  0.000
H16 -1.62912 -0.93887 -3.45017  -0.005
H17 -3.70844 -1.94787 -1.34978  0.000
H18 -1.95642 -1.99542 -1.52267  -0.015
H19 -3.63195 -0.98310 0.79062  0.003
H20 -2.40251 -2.23182 0.76237  -0.003
H21 -1.70618 1.41877 5.84837  0.000
C29 -0.03425 3.67300 -4.14821  0.000
C30 -0.45180 3.54734 -2.68553  0.003
C31 0.50564 4.38185 -1.81845  0.000
C32 -1.88444 4.03601 -2.50021  -0.001
N7 -0.39631 2.11500 -2.39240  0.028
N8 -0.58268 1.76220 -1.01596  0.005
H22 -0.08040 4.71450 -4.47213  0.001
H23 -0.69456 3.07604 -4.77815  0.000
H24 0.98837 3.31370 -4.28804  0.001
H25 0.52702 5.41508 -2.17151  0.000
H26 1.51874 3.97671 -1.87590  -0.002
H27 0.19712 4.41889 -0.76908  -0.002
H28 -1.94646 5.11043 -2.68963  0.000
H29 -2.24032 3.85212 -1.48412  0.000
H30 -2.55040 3.51922 -3.19291  0.000
H31 0.51189 1.75306 -2.65399  -0.009
H32 -1.53258 1.41590 -0.91002  -0.031
H33 -0.46286 2.57948 -0.42858  0.016

Its expectation value of S² is 3.793. The spin multiplicity is 4. As for the HOMO-LUMO gap (spin up / spin down): 5.11 / 6.74 eV. Its LUMO energy (spin up / spin down) is 2.20 / 2.20 eV. The total charge is -1.

---

Relative energy of each structure, in kcal/mol: (w) 37.6; (x) 0.0.

---

(w)
Molecular formula: C12H30ClN2O4
Method: DFT, ωB97M-V/def2-TZVPD

Each line ends with the Mulliken charge.
Cartesian coordinates (Å):
Cl1 25.96390 4.66173 -12.32455  -0.859
C1 26.78115 11.47737 -14.63007  -0.835
O1 26.72706 10.28200 -13.92328  -0.314
C2 25.53781 10.25182 -13.05185  -0.397
C3 25.45426 9.05120 -12.26445  -0.842
N1 25.07376 7.91610 -13.10698  -0.125
C4 23.71738 7.88610 -13.58274  -0.376
C5 23.50578 8.35349 -15.03159  -0.422
O2 23.93542 7.44045 -16.00352  -0.329
C6 23.19531 7.25054 -17.23457  -0.538
H1 27.35354 11.28910 -15.53838  0.306
H2 27.21378 12.35119 -14.14288  0.290
H3 25.82635 11.71183 -15.10066  0.326
H4 24.62631 10.51216 -13.58987  0.256
H5 25.57130 11.12501 -12.40031  0.416
H6 24.79702 9.16771 -11.40272  0.398
H7 26.47556 8.88835 -11.92015  0.408
H8 25.32515 7.26051 -12.38097  0.076
H9 23.10739 8.59656 -13.02484  0.313
H10 23.23468 6.94764 -13.30999  0.170
H11 23.95493 9.33013 -15.21201  0.121
H12 22.46566 8.61991 -15.21939  0.397
H13 23.03778 8.13311 -17.85453  0.289
H14 22.25712 6.75539 -16.98411  0.090
H15 23.98720 6.67559 -17.71462  0.257
C7 22.79253 2.02434 -8.36152  -0.818
O3 22.54604 2.25068 -9.76362  -0.329
C8 22.95304 3.48465 -10.37377  -0.580
C9 22.45460 3.42236 -11.79276  0.032
N2 21.18487 2.68707 -11.93511  -0.228
C10 20.70995 2.56540 -13.32650  -0.745
C11 20.02452 3.92102 -13.83037  -0.297
O4 20.31628 3.93824 -15.24316  -0.304
C12 19.40023 4.81599 -15.86359  -0.793
H16 23.32932 1.09269 -8.18269  0.250
H17 21.82936 2.09801 -7.85658  0.276
H18 23.42269 2.76387 -7.86747  0.322
H19 24.02379 3.67139 -10.29183  0.447
H20 22.30267 4.21876 -9.89818  0.272
H21 23.22811 2.95115 -12.39918  0.256
H22 22.44027 4.43066 -12.20655  -0.282
H23 21.21236 1.86014 -11.35586  0.243
H24 19.87646 1.86306 -13.33770  0.378
H25 21.47980 2.19131 -14.00138  0.386
H26 20.46080 4.71854 -13.22896  0.292
H27 19.00798 3.78768 -13.46026  0.261
H28 18.51044 4.21331 -16.04569  0.333
H29 19.92968 5.21173 -16.73030  0.220
H30 19.07719 5.67757 -15.27928  0.334

As for the HOMO-LUMO gap: 6.83 eV. Its LUMO energy is 2.85 eV. The total charge is -1.

---

(x)
Molecular formula: C12H30ClN2O4
Method: DFT, ωB97M-V/def2-TZVPD

Each line ends with the Mulliken charge.
Cartesian coordinates (Å):
Cl1 -22.75284 -9.45896 -4.89922  -1.000
C1 -21.94013 -13.64105 -9.00677  -0.798
O1 -21.21911 -13.45932 -7.82956  -0.241
C2 -19.81410 -13.54293 -8.02612  -0.553
C3 -19.10323 -13.11709 -6.69806  -0.823
N1 -19.28504 -14.19175 -5.73162  -0.097
C4 -18.61410 -13.98106 -4.44785  -0.749
C5 -19.00791 -15.19523 -3.56702  -0.569
O2 -20.36406 -15.22103 -3.36664  -0.273
C6 -20.76987 -16.20366 -2.38272  -0.790
H1 -22.99539 -13.49960 -8.77329  0.268
H2 -21.71668 -14.53272 -9.59253  0.290
H3 -21.69292 -12.79528 -9.64838  0.318
H4 -19.54657 -12.67694 -8.63159  0.361
H5 -19.49093 -14.49787 -8.44056  0.359
H6 -19.42841 -12.13095 -6.36658  0.404
H7 -18.04225 -12.96458 -6.89597  0.365
H8 -19.02874 -15.10173 -6.08709  0.168
H9 -18.95738 -13.01700 -4.07255  0.389
H10 -17.52962 -13.94926 -4.55266  0.347
H11 -18.42594 -15.15278 -2.64637  0.404
H12 -18.63382 -16.09546 -4.05460  0.345
H13 -20.26946 -17.14995 -2.58820  0.312
H14 -21.81900 -16.49765 -2.35133  0.271
H15 -20.50702 -15.89800 -1.37001  0.293
C7 -31.92778 -8.27941 -4.14365  -0.722
O3 -30.74268 -8.47790 -3.40913  -0.309
C8 -29.66036 -7.58538 -3.68673  -0.601
C9 -28.27401 -7.97260 -3.03302  -0.811
N2 -28.34308 -7.80460 -1.61139  -0.429
C10 -26.99564 -7.98255 -1.12852  -0.544
C11 -27.04250 -8.30448 0.41063  -0.674
O4 -27.61187 -9.58985 0.57006  -0.280
C12 -27.83796 -9.99402 1.90550  -0.734
H16 -32.78145 -8.69319 -3.60686  0.245
H17 -31.89590 -8.82645 -5.08591  0.265
H18 -32.14259 -7.21375 -4.22310  0.307
H19 -29.89493 -6.55428 -3.42235  0.301
H20 -29.57283 -7.60012 -4.77311  0.431
H21 -27.53697 -7.39089 -3.58663  0.461
H22 -27.93348 -8.99368 -3.20487  0.470
H23 -28.92467 -8.59539 -1.37367  0.273
H24 -26.42655 -7.05948 -1.23890  0.354
H25 -26.48619 -8.82321 -1.59953  0.381
H26 -27.64360 -7.57868 0.95835  0.382
H27 -26.03124 -8.29243 0.81722  0.427
H28 -28.20951 -9.20647 2.56111  0.308
H29 -26.88185 -10.44160 2.17686  0.268
H30 -28.64898 -10.72223 1.89857  0.230

As for the HOMO-LUMO gap: 6.10 eV. Its LUMO energy is 2.76 eV. The total charge is -1.

---

Relative energy of each structure, in kcal/mol: (w) 11.6; (x) 0.0.